Entry 1:
{"formula": "C5H9NO4S", "method": "ωB97M-V with the def2-TZVPD basis set", "lumo_ev": [-1.260, -1.260], "largest_force_ev_per_a": 5.235, "multiplicity": 1, "homo_energy_ha": [-0.27859, -0.27861], "homo_lumo_gap_ev": [6.32, 6.32], "species": ["C", "C", "C", "C", "C", "N", "O", "O", "O", "O", "S", "H", "H", "H", "H", "H", "H", "H", "H", "H"], "positions_angstrom": [[1.788, 1.100, -0.071], [0.235, -1.106, -0.662], [-1.123, -1.219, -0.168], [1.588, -0.445, -0.270], [-1.826, 1.033, 1.534], [2.617, -1.214, -0.354], [0.790, 1.907, -0.227], [2.866, 1.412, 0.354], [-3.385, -0.038, -0.065], [-1.378, 1.075, -1.187], [-1.990, 0.240, -0.099], [0.459, -2.252, -0.869], [0.416, -0.631, -1.739], [-1.496, -2.253, -0.247], [-2.621, 1.855, 1.681], [-2.010, 0.216, 2.247], [-0.798, 1.506, 1.647], [-0.067, 1.635, -0.684], [3.547, -0.673, -0.530], [2.387, -2.149, -0.290]], "mulliken_charge": [0.59, -0.36, -0.92, 0.51, -0.81, -0.28, -0.50, -0.57, -0.68, -0.75, 1.05, 0.19, 0.34, 0.29, 0.30, 0.29, 0.29, 0.44, 0.32, 0.26]}

***

Entry 2:
{"formula": "C21H56F6N9O13P", "method": "ωB97M-V with the def2-TZVPD basis set", "lumo_ev": -9.529, "charge": 4, "largest_force_ev_per_a": 5.694, "multiplicity": 1, "homo_energy_ha": -0.58886, "homo_lumo_gap_ev": 6.49, "species": ["C", "C", "O", "N", "H", "H", "C", "H", "H", "H", "H", "H", "H", "C", "C", "O", "N", "H", "H", "C", "H", "H", "H", "H", "H", "H", "C", "C", "O", "N", "H", "H", "C", "H", "H", "H", "H", "H", "H", "C", "C", "O", "N", "H", "H", "C", "H", "H", "H", "H", "H", "H", "C", "C", "O", "N", "H", "H", "C", "H", "H", "H", "H", "H", "H", "C", "C", "O", "N", "H", "H", "C", "H", "H", "H", "H", "H", "H", "C", "C", "O", "N", "H", "H", "C", "H", "H", "H", "H", "H", "H", "P", "F", "F", "F", "F", "F", "F", "N", "O", "O", "O", "N", "O", "O", "O"], "positions_angstrom": [[7.949, -3.603, -9.394], [7.284, -3.655, -10.821], [7.006, -2.638, -11.454], [6.789, -4.997, -11.266], [7.164, -5.719, -10.667], [5.809, -5.000, -11.022], [7.089, -5.450, -12.667], [7.271, -3.180, -8.653], [8.755, -2.870, -9.444], [8.178, -4.533, -8.875], [6.254, -5.070, -13.255], [7.071, -6.539, -12.706], [8.074, -5.168, -13.042], [8.218, -10.668, -16.376], [7.149, -11.400, -15.560], [6.846, -11.092, -14.425], [6.588, -12.724, -16.111], [5.662, -12.459, -16.416], [6.981, -13.027, -16.991], [6.841, -13.822, -15.182], [7.653, -10.394, -17.266], [9.094, -11.308, -16.480], [8.586, -9.709, -16.011], [7.914, -13.937, -15.030], [6.522, -14.684, -15.768], [6.117, -13.776, -14.367], [13.373, -6.332, -7.066], [13.526, -6.015, -8.533], [14.581, -5.585, -9.031], [12.400, -6.511, -9.394], [11.489, -6.592, -8.967], [12.163, -5.824, -10.096], [12.754, -7.820, -10.078], [12.625, -5.800, -6.479], [14.356, -6.149, -6.632], [13.094, -7.384, -7.010], [13.068, -8.543, -9.326], [13.495, -7.453, -10.789], [11.796, -8.189, -10.445], [10.298, -7.466, -20.962], [10.553, -8.256, -19.673], [9.763, -8.927, -19.059], [12.023, -8.414, -19.368], [12.355, -9.299, -19.722], [12.583, -7.709, -19.824], [12.366, -8.243, -17.870], [10.914, -6.594, -21.183], [9.225, -7.276, -20.947], [10.182, -8.095, -21.845], [13.452, -8.328, -17.823], [11.882, -8.914, -17.161], [11.988, -7.274, -17.546], [15.467, -7.994, -13.638], [15.994, -8.621, -14.926], [15.298, -8.970, -15.851], [17.455, -8.955, -14.924], [17.875, -8.737, -15.816], [18.062, -8.452, -14.292], [17.830, -10.387, -14.703], [16.214, -7.518, -13.003], [15.195, -8.816, -12.976], [14.649, -7.299, -13.828], [17.342, -10.600, -13.752], [18.914, -10.451, -14.599], [17.403, -11.131, -15.374], [7.172, -9.491, -11.337], [7.853, -10.679, -10.661], [7.247, -11.521, -10.070], [9.376, -10.637, -10.857], [9.599, -9.667, -11.027], [9.743, -11.012, -9.994], [9.824, -11.506, -12.052], [6.391, -10.106, -11.783], [7.703, -9.188, -12.240], [6.745, -8.640, -10.805], [9.113, -11.460, -12.877], [9.979, -12.525, -11.699], [10.812, -11.155, -12.352], [10.006, -1.996, -17.588], [9.825, -2.603, -16.227], [8.756, -2.680, -15.689], [11.043, -3.319, -15.537], [11.897, -2.880, -15.849], [10.948, -3.142, -14.547], [10.804, -4.849, -15.675], [9.112, -1.725, -18.149], [10.533, -2.652, -18.281], [10.588, -1.085, -17.450], [9.925, -5.280, -15.196], [11.730, -5.193, -15.215], [11.008, -5.065, -16.724], [10.803, -8.183, -13.597], [9.408, -7.580, -14.140], [10.132, -8.643, -12.257], [10.488, -9.666, -14.249], [12.258, -8.690, -13.062], [11.490, -7.613, -14.923], [11.017, -6.688, -13.036], [9.237, -7.072, -9.031], [8.121, -6.829, -9.471], [9.820, -6.420, -8.190], [9.726, -8.056, -9.498], [11.107, -4.004, -11.811], [10.909, -4.490, -10.652], [10.125, -3.702, -12.493], [12.207, -3.862, -12.330]], "mulliken_charge": [-0.75, 0.58, -0.49, 0.30, 0.16, 0.42, -0.61, 0.42, 0.26, 0.05, 0.40, 0.20, 0.13, -0.82, 0.35, -0.43, -0.06, 0.39, 0.40, -0.83, 0.51, 0.38, 0.00, 0.33, 0.43, 0.33, -1.06, 0.73, -0.51, 0.75, 0.01, 0.03, -0.68, 0.33, 0.35, 0.32, 0.37, 0.63, -0.17, -1.12, 0.55, -0.41, -0.02, 0.38, 0.40, -0.64, 0.39, 0.37, 0.36, 0.46, 0.26, 0.05, -0.75, 0.25, -0.49, -0.06, 0.39, 0.41, -0.82, 0.49, 0.33, 0.17, 0.37, 0.37, 0.33, -0.31, 0.24, -0.45, 0.39, 0.05, 0.44, -0.63, 0.44, -0.06, 0.20, 0.08, 0.43, 0.29, -1.21, 0.70, -0.38, 0.08, 0.43, 0.18, -1.06, 0.36, 0.33, 0.38, 0.20, 0.41, 0.46, 1.48, -0.43, -0.64, -0.33, -0.47, -0.37, -0.08, 1.14, -0.90, -0.75, -0.78, 1.27, -0.83, -0.76, -0.75]}

***

Entry 3:
{"formula": "C31H23F3N2S5TeW", "method": "ωB97M-V with the def2-TZVPD basis set", "lumo_ev": [-6.941, -6.942], "charge": 2, "largest_force_ev_per_a": 0.585, "multiplicity": 1, "homo_energy_ha": [-0.48958, -0.48957], "homo_lumo_gap_ev": [6.38, 6.38], "species": ["W", "S", "C", "C", "C", "C", "C", "C", "S", "C", "C", "C", "C", "C", "C", "C", "S", "C", "C", "C", "C", "C", "C", "S", "N", "H", "H", "H", "H", "H", "H", "H", "H", "H", "H", "H", "H", "H", "H", "H", "F", "C", "F", "F", "C", "C", "C", "C", "N", "C", "S", "H", "H", "H", "Te", "C", "C", "C", "C", "C", "C", "H", "H", "H", "H", "H"], "positions_angstrom": [[-0.765, 0.066, -0.775], [0.184, 0.827, -2.764], [0.090, 2.589, -2.784], [0.356, 3.251, -3.978], [0.247, 4.632, -4.039], [-0.110, 5.362, -2.913], [-0.352, 4.715, -1.711], [-0.274, 3.333, -1.665], [-0.434, 2.450, -0.140], [-2.105, 2.720, 0.500], [-2.340, 1.610, 1.491], [-3.119, 1.854, 2.604], [-3.390, 0.820, 3.487], [-2.861, -0.429, 3.226], [-2.062, -0.611, 2.106], [-1.480, -1.974, 1.880], [-0.803, -2.201, 0.202], [0.863, -2.709, 0.570], [1.155, -4.055, 0.705], [2.467, -4.436, 0.967], [3.464, -3.481, 1.074], [3.170, -2.130, 0.926], [1.861, -1.749, 0.675], [1.453, -0.040, 0.457], [-1.796, 0.390, 1.246], [0.638, 2.682, -4.854], [0.445, 5.140, -4.972], [-0.188, 6.439, -2.965], [-0.598, 5.282, -0.822], [-2.823, 2.683, -0.320], [-2.167, 3.689, 0.992], [-3.522, 2.843, 2.765], [-4.008, 0.988, 4.358], [-3.058, -1.265, 3.881], [-2.250, -2.732, 2.024], [-0.677, -2.163, 2.594], [0.375, -4.797, 0.594], [2.708, -5.485, 1.071], [4.484, -3.784, 1.263], [3.950, -1.383, 0.996], [-5.191, -1.437, -5.155], [-4.833, -1.141, -3.906], [-5.010, 0.172, -3.729], [-5.669, -1.776, -3.074], [-3.402, -1.545, -3.641], [-2.796, -2.541, -4.388], [-1.486, -2.923, -4.112], [-0.809, -2.288, -3.097], [-1.400, -1.333, -2.367], [-2.671, -0.966, -2.605], [-3.094, 0.273, -1.474], [-3.346, -3.013, -5.190], [-1.002, -3.694, -4.691], [0.220, -2.517, -2.851], [1.171, 0.716, 2.784], [3.218, 0.578, 3.239], [3.669, -0.474, 4.032], [5.017, -0.570, 4.340], [5.911, 0.370, 3.843], [5.458, 1.418, 3.050], [4.110, 1.532, 2.754], [2.972, -1.209, 4.412], [5.368, -1.377, 4.968], [6.963, 0.293, 4.083], [6.154, 2.154, 2.673], [3.753, 2.359, 2.153]], "mulliken_charge": [0.98, -0.26, 0.75, -0.76, -0.67, -0.70, -0.57, 0.26, 0.14, -1.14, 0.83, -1.06, -0.70, -1.05, 0.40, -0.85, -0.13, 0.09, -0.62, -0.73, -0.73, -0.73, 1.15, -0.26, 0.44, 0.50, 0.41, 0.42, 0.45, 0.43, 0.74, 0.57, 0.48, 0.59, 0.64, 0.50, 0.54, 0.44, 0.46, 0.64, -0.26, 0.68, -0.20, -0.22, -0.15, -0.19, -1.13, -0.23, -0.23, 0.82, -0.64, 0.53, 0.44, 0.59, 0.32, 0.21, -0.30, -0.61, -0.45, -0.62, -0.32, 0.39, 0.43, 0.43, 0.42, 0.42]}

***

Entry 4:
{"formula": "C12H4Br4O2S2Se2TcTe2", "method": "ωB97M-V with the def2-TZVPD basis set", "lumo_ev": [3.672, 3.962], "charge": -2, "largest_force_ev_per_a": 3.027, "multiplicity": 2, "homo_energy_ha": [-0.05397, -0.05479], "homo_lumo_gap_ev": [5.14, 5.45], "s_squared": 0.89, "species": ["Tc", "Br", "C", "C", "Br", "C", "Br", "C", "O", "C", "O", "C", "Br", "S", "C", "C", "C", "C", "C", "C", "S", "H", "H", "H", "H", "Se", "Te", "Te", "Se"], "positions_angstrom": [[-0.269, 0.120, 0.130], [5.873, 3.554, -0.436], [4.558, 2.226, -0.125], [4.918, 0.976, 0.359], [6.737, 0.585, 0.726], [3.935, 0.002, 0.584], [4.367, -1.721, 1.241], [2.593, 0.264, 0.332], [1.625, -0.591, 0.507], [2.222, 1.554, -0.151], [0.950, 1.740, -0.360], [3.208, 2.506, -0.381], [2.644, 4.186, -1.054], [-1.369, -1.890, 0.632], [-1.622, -1.903, 2.356], [-2.197, -3.030, 2.955], [-2.431, -3.070, 4.316], [-2.089, -1.974, 5.107], [-1.521, -0.854, 4.530], [-1.276, -0.799, 3.152], [-0.571, 0.630, 2.457], [-2.452, -3.871, 2.320], [-2.876, -3.950, 4.765], [-2.271, -1.994, 6.176], [-1.249, 0.002, 5.137], [-2.147, 1.544, -0.591], [-1.305, -2.315, -3.167], [-1.045, 1.690, -2.873], [0.037, -0.522, -2.177]], "mulliken_charge": [0.82, -0.22, 0.12, 0.14, -0.22, -0.37, -0.16, 0.82, -0.80, 0.70, -0.51, -0.40, -0.15, -0.14, 0.45, -0.65, -0.48, -0.43, -0.61, 0.46, -0.40, 0.38, 0.32, 0.32, 0.36, -0.38, -0.57, -0.14, -0.26]}

***

Entry 5:
{"formula": "C26H74N10O8", "method": "ωB97M-V with the def2-TZVPD basis set", "lumo_ev": 0.154, "largest_force_ev_per_a": 8.104, "smiles": "COC[C@H](C)N.COC[C@H](C)N.COC[C@H](C)N.COC[C@H](C)N.COC[C@H](C)N.COC[C@H](C)N.NC(N)=O.NC(N)=O", "multiplicity": 1, "homo_energy_ha": -0.31169, "homo_lumo_gap_ev": 8.64, "species": ["C", "O", "N", "N", "H", "H", "H", "H", "C", "O", "N", "N", "H", "H", "H", "H", "C", "C", "C", "O", "C", "N", "H", "H", "H", "H", "H", "H", "H", "H", "H", "H", "H", "C", "C", "C", "O", "C", "N", "H", "H", "H", "H", "H", "H", "H", "H", "H", "H", "H", "C", "C", "C", "O", "C", "N", "H", "H", "H", "H", "H", "H", "H", "H", "H", "H", "H", "C", "C", "C", "O", "C", "N", "H", "H", "H", "H", "H", "H", "H", "H", "H", "H", "H", "C", "C", "C", "O", "C", "N", "H", "H", "H", "H", "H", "H", "H", "H", "H", "H", "H", "C", "C", "C", "O", "C", "N", "H", "H", "H", "H", "H", "H", "H", "H", "H", "H", "H"], "positions_angstrom": [[3.283, -2.834, 0.989], [2.177, -2.597, 0.461], [3.404, -3.404, 2.164], [4.369, -2.497, 0.487], [2.530, -3.662, 2.600], [4.260, -3.450, 2.699], [5.133, -2.283, 1.112], [4.416, -2.207, -0.479], [-0.357, -0.065, -0.454], [-1.415, 0.561, -0.583], [0.083, -0.934, -1.309], [0.497, 0.008, 0.468], [-0.407, -1.405, -2.056], [1.059, -1.146, -1.165], [0.147, 0.349, 1.352], [1.171, -0.744, 0.496], [-0.712, -7.177, -3.354], [-1.911, -6.196, -3.067], [-1.619, -4.916, -2.333], [-2.849, -4.355, -1.789], [-2.713, -3.020, -1.476], [-2.624, -5.784, -4.255], [-0.108, -7.103, -2.450], [0.008, -6.853, -4.105], [-0.905, -8.249, -3.388], [-2.752, -6.712, -2.603], [-1.090, -4.179, -2.937], [-1.133, -5.121, -1.379], [-2.142, -2.858, -0.561], [-3.720, -2.688, -1.226], [-2.495, -2.320, -2.283], [-2.056, -5.329, -4.956], [-3.339, -5.139, -3.950], [1.912, -3.560, -7.878], [0.640, -3.376, -6.977], [0.494, -1.946, -6.343], [1.197, -1.740, -5.076], [1.171, -0.362, -4.605], [-0.464, -3.549, -7.915], [2.751, -3.426, -7.196], [1.851, -2.730, -8.583], [1.959, -4.542, -8.348], [0.643, -4.081, -6.146], [-0.547, -1.769, -6.070], [0.849, -1.292, -7.139], [1.273, 0.275, -5.483], [1.980, -0.223, -3.887], [0.226, -0.172, -4.096], [-0.383, -2.826, -8.616], [-0.426, -4.420, -8.425], [-6.912, 0.561, -0.745], [-5.528, 1.007, -0.386], [-5.343, 0.949, 1.183], [-6.115, 1.826, 1.967], [-5.981, 3.209, 1.919], [-4.541, 0.356, -1.186], [-7.005, 0.367, -1.814], [-7.699, 1.234, -0.405], [-7.114, -0.402, -0.276], [-5.323, 2.055, -0.603], [-4.281, 1.054, 1.408], [-5.529, -0.017, 1.651], [-6.692, 3.565, 2.665], [-6.242, 3.533, 0.912], [-4.993, 3.609, 2.146], [-3.651, 0.271, -0.717], [-4.947, -0.566, -1.259], [-0.170, 5.999, 0.593], [-0.604, 5.016, -0.315], [0.477, 3.835, -0.445], [1.721, 4.398, -0.858], [2.738, 3.454, -1.223], [-1.902, 4.435, 0.095], [-0.886, 6.821, 0.592], [0.793, 6.417, 0.300], [-0.062, 5.612, 1.606], [-0.677, 5.553, -1.260], [0.197, 3.029, -1.123], [0.765, 3.326, 0.475], [3.602, 4.113, -1.132], [2.588, 3.118, -2.249], [2.858, 2.779, -0.376], [-2.409, 3.858, -0.561], [-1.740, 4.063, 1.019], [0.368, 1.169, 5.439], [0.415, 2.663, 4.994], [-0.811, 3.150, 4.275], [-0.917, 2.234, 3.177], [-2.245, 2.418, 2.622], [0.775, 3.398, 6.177], [-0.548, 0.891, 5.961], [1.220, 0.836, 6.030], [0.519, 0.589, 4.529], [1.282, 2.651, 4.334], [-0.712, 4.233, 4.192], [-1.654, 3.003, 4.951], [-1.995, 1.838, 1.733], [-2.606, 3.413, 2.362], [-2.992, 1.839, 3.164], [-0.043, 3.816, 6.597], [1.406, 4.155, 5.957], [5.884, 1.430, 6.297], [5.420, 0.373, 5.268], [4.937, 0.995, 3.942], [4.181, 0.166, 2.927], [3.465, 1.030, 2.058], [6.426, -0.593, 5.070], [4.980, 1.870, 6.718], [6.400, 2.274, 5.840], [6.520, 1.005, 7.074], [4.696, -0.168, 5.877], [5.763, 1.475, 3.417], [4.269, 1.814, 4.210], [4.121, 1.791, 1.635], [2.646, 1.672, 2.382], [3.231, 0.496, 1.137], [6.562, -1.130, 5.914], [6.332, -1.186, 4.258]], "mulliken_charge": [0.70, -0.79, -0.41, -0.30, 0.22, 0.15, 0.15, 0.23, 0.64, -0.69, -0.09, 0.37, -0.09, 0.01, -0.14, 0.04, -1.20, 0.28, -0.30, -0.46, -0.73, -0.71, 0.35, 0.25, 0.32, 0.28, 0.13, 0.34, 0.39, 0.20, 0.32, 0.21, 0.29, -1.34, 0.32, -0.65, -0.34, -0.63, -0.69, 0.32, 0.33, 0.41, 0.23, 0.35, 0.32, 0.37, 0.19, 0.26, 0.27, 0.28, -1.69, 0.76, 0.13, -0.38, -0.54, -0.63, 0.43, 0.36, 0.40, 0.14, -0.34, 0.31, 0.26, 0.31, 0.14, 0.18, 0.26, -1.44, 0.18, 0.13, -0.39, -0.35, -0.60, 0.37, 0.38, 0.17, 0.37, 0.31, -0.11, 0.29, 0.23, -0.04, 0.27, 0.13, -1.15, 0.86, -0.87, 0.08, -1.22, -0.65, 0.27, 0.39, 0.16, -0.25, 0.26, 0.38, 0.26, 0.42, 0.62, 0.25, 0.27, -1.47, 0.67, -0.79, -0.25, -0.96, -0.70, 0.35, 0.28, 0.40, 0.21, 0.38, 0.31, 0.47, 0.30, 0.35, 0.25, 0.17]}